--- 1 ---
Formula: NO4S2
Source: OMol25
Level of theory: the ωB97M-V functional and the def2-TZVPD basis

The geometry in ORCA input format:
```
! wB97M-V def2-TZVPD RIJCOSX def2/J DEFGRID3
* xyz -1 1
N -1.57904 -0.20720 1.19030
O 1.91679 -1.23093 -0.16208
O -3.22521 0.00851 -0.64869
O 2.24144 0.84095 0.97328
O 0.96986 0.84470 -1.10824
S -1.78215 -0.32988 -0.29229
S 1.45830 0.07386 0.04772
*
```

HOMO-LUMO gap (spin up / spin down): 7.3 / 5.7 eV
M: 142.137 g/mol
E_HOMO (spin up / spin down): -0.1957 / -0.1577 hartree

Let us look at the Löwdin charges, expressed in e, one per atom:
1 N -0.43
2 O -0.30
3 O -0.66
4 O -0.32
5 O -0.37
6 S 0.56
7 S 0.53



--- 2 ---
Formula: NO4S2
Source: OMol25
Level of theory: the ωB97M-V functional and the def2-TZVPD basis

The geometry in ORCA input format:
```
! wB97M-V def2-TZVPD RIJCOSX def2/J DEFGRID3
* xyz -1 1
N -0.93171 0.37355 -0.19883
O -1.89413 -0.13124 0.47229
O 0.87146 0.12562 1.76037
O -1.00044 0.96718 -1.27818
O 0.26467 -1.97428 -0.21859
S 1.93909 0.74682 -0.85971
S 0.75106 -0.10765 0.32265
*
```

HOMO-LUMO gap: 8.4 eV
M: 142.137 g/mol
E_HOMO: -0.1868 hartree

Let us look at the Löwdin charges, expressed in e, one per atom:
1 N -0.50
2 O -0.03
3 O -0.46
4 O -0.05
5 O -0.55
6 S 0.24
7 S 0.34



Quick one: most stable of them? 1



--- 1 ---
Formula: C34H48CaN6O2PS2
Source: OMol25
Level of theory: the ωB97M-V functional and the def2-TZVPD basis

The geometry in ORCA input format:
```
! wB97M-V def2-TZVPD RIJCOSX def2/J DEFGRID3
* xyz 1 1
Ca 1.58309 0.29066 -0.19697
N -0.41469 0.14138 1.42604
C -0.14034 0.86845 2.60437
C -0.46512 0.43036 3.86077
C -0.17038 1.20125 5.00441
C 0.43351 2.41944 4.88947
C 0.82299 2.88544 3.61267
C 1.49409 4.11179 3.40690
C 1.90473 4.45978 2.15242
C 1.68364 3.55981 1.09130
N 1.04700 2.42278 1.24069
C 0.57550 2.08957 2.47219
H -1.00847 0.68172 0.79401
H -0.84418 -0.75998 1.58711
H -0.99041 -0.51142 3.97472
H -0.45500 0.82374 5.97762
H 0.63312 3.03103 5.76004
H 1.68324 4.75769 4.25623
H 2.42343 5.38966 1.96486
H 2.05979 3.76036 0.09253
C 3.85498 0.50884 2.31727
C 4.58421 0.94431 1.07482
C 5.98551 1.09494 1.08594
C 6.60148 1.55635 -0.03779
C 5.84565 1.92400 -1.17295
C 6.46501 2.45932 -2.31968
C 5.68687 2.85522 -3.36970
C 4.29033 2.74677 -3.29604
C 3.62439 2.22697 -2.19844
S 1.86177 2.26259 -2.22887
C 4.43458 1.76265 -1.11419
N 3.86097 1.23681 0.01289
H 4.53045 0.02783 3.02328
H 3.05230 -0.19846 2.09753
H 3.41916 1.38016 2.81288
H 6.54633 0.83940 1.97460
H 7.67864 1.67125 -0.07283
H 7.54313 2.55653 -2.34232
H 6.13623 3.27494 -4.26038
H 3.69241 3.10243 -4.12505
C -0.93513 4.37194 -1.80382
C -1.28621 3.13659 -1.12108
N -1.56652 2.16590 -0.57691
H 0.14197 4.51757 -1.72928
H -1.46868 5.20973 -1.35884
H -1.19476 4.29368 -2.85836
C 1.59577 -3.96592 -1.07858
P 2.13196 -3.33991 0.51538
C 1.22933 -4.25974 1.76404
C 3.86597 -3.78593 0.67213
O 1.92653 -1.85832 0.68333
H 1.71755 -5.04915 -1.11872
H 2.19285 -3.51148 -1.86857
H 0.54693 -3.71587 -1.23642
H 1.44311 -5.32698 1.70250
H 0.16200 -4.09412 1.60698
H 1.50922 -3.88943 2.75032
H 4.01130 -4.85787 0.53612
H 4.22530 -3.49719 1.66020
H 4.44005 -3.24798 -0.08307
O 2.20269 -0.87998 -2.35065
C 1.73532 -0.33707 -3.24213
C -6.58944 -2.11111 0.69813
C -5.90793 -3.04748 1.69531
C -4.39847 -3.20407 1.51948
C -3.57528 -1.93647 1.74127
N -3.61281 -0.99996 0.62354
C -2.87938 -1.12603 -0.50690
S -1.55505 -2.16698 -0.61234
N -3.26119 -0.34149 -1.52180
C -2.64151 -0.27861 -2.83787
C -3.30265 -1.21191 -3.84648
C -4.80339 -0.98741 -4.01669
C -5.16520 0.42288 -4.47338
H -7.67104 -2.24277 0.72011
H -6.25188 -2.30429 -0.32342
H -6.40545 -1.05829 0.92847
H -6.35968 -4.03796 1.61186
H -6.11826 -2.70771 2.71407
H -4.16927 -3.58577 0.51996
H -4.04222 -3.96016 2.22430
H -2.53248 -2.20549 1.90021
H -3.92162 -1.39692 2.62597
H -4.45012 -0.44446 0.55076
H -4.09415 0.21223 -1.39377
H -1.59190 -0.53850 -2.72079
H -2.68682 0.76084 -3.16563
H -3.11209 -2.24309 -3.53935
H -2.80031 -1.06841 -4.80791
H -5.31671 -1.21720 -3.07721
H -5.18231 -1.71171 -4.73991
H -4.95389 1.17279 -3.70651
H -6.22501 0.49899 -4.71549
H -4.59901 0.70162 -5.36492
*
```

HOMO-LUMO gap: 7.1 eV
M: 707.984 g/mol
E_HOMO: -0.3396 hartree

These are the Löwdin partial charges, in e, on atoms 1 to 8:
1 Ca 1.19
2 N 0.02
3 C -0.25
4 C -0.01
5 C -0.07
6 C -0.03
7 C -0.16
8 C 0.00



--- 2 ---
Formula: C34H48CaN6O2PS2
Source: OMol25
Level of theory: the ωB97M-V functional and the def2-TZVPD basis

The geometry in ORCA input format:
```
! wB97M-V def2-TZVPD RIJCOSX def2/J DEFGRID3
* xyz 1 1
Ca 1.51896 0.41826 1.06168
N 2.93368 -1.61513 -0.93324
C 2.30564 -1.76688 -2.15818
C 2.41604 -2.88923 -2.94283
C 1.75848 -2.96916 -4.18535
C 1.01537 -1.92672 -4.66200
C 0.88684 -0.75309 -3.88190
C 0.21109 0.40377 -4.33424
C 0.18666 1.51670 -3.54597
C 0.77490 1.45897 -2.26582
N 1.35930 0.39091 -1.78269
C 1.48434 -0.68896 -2.60536
H 3.63704 -2.30083 -0.71011
H 3.26821 -0.67564 -0.76111
H 3.04433 -3.71043 -2.61821
H 1.87701 -3.86490 -4.78146
H 0.55164 -1.96895 -5.63940
H -0.24534 0.40220 -5.31730
H -0.27512 2.43640 -3.88053
H 0.76094 2.32762 -1.62050
C -0.55559 1.63888 3.55433
C 0.28620 2.82010 3.16693
C -0.02008 4.08242 3.72413
C 0.75031 5.15248 3.38917
C 1.84549 4.99285 2.51002
C 2.67236 6.08052 2.15987
C 3.73481 5.86587 1.32832
C 3.99983 4.58317 0.82282
C 3.21492 3.48475 1.12306
S 3.63133 1.93291 0.43001
C 2.10042 3.69519 1.99829
N 1.29038 2.64321 2.33758
H -1.61351 1.90304 3.56926
H -0.29042 1.29677 4.55757
H -0.44824 0.79682 2.87019
H -0.85798 4.17361 4.40277
H 0.54539 6.13678 3.79496
H 2.45748 7.06067 2.56747
H 4.38955 6.68370 1.05535
H 4.85116 4.43792 0.17112
C -1.18719 4.90058 -0.62108
C -0.99013 3.55783 -0.09521
N -0.80678 2.52374 0.36849
H -0.33606 5.51889 -0.33595
H -2.09659 5.32734 -0.20163
H -1.26889 4.87815 -1.70631
C 2.59145 -4.12462 2.34164
P 2.63186 -2.47915 3.06228
C 1.30572 -2.42647 4.27334
C 4.18099 -2.34667 3.95914
O 2.45503 -1.43272 2.00581
H 2.70108 -4.89933 3.10109
H 3.39988 -4.22116 1.61662
H 1.63776 -4.24950 1.82712
H 1.35209 -3.28021 4.95061
H 0.35335 -2.44725 3.74048
H 1.37074 -1.50553 4.85266
H 4.20652 -3.07503 4.77116
H 4.29627 -1.34494 4.36980
H 5.01235 -2.54155 3.28124
O 3.78183 1.54380 4.50809
C 2.80801 1.03558 4.27337
C -3.71346 -3.88234 -2.85987
C -2.72476 -4.90616 -2.31123
C -1.80457 -4.38521 -1.21010
C -0.89621 -3.23044 -1.62702
N -1.54646 -1.92158 -1.58144
C -1.51919 -1.08460 -0.54272
S -0.68674 -1.46013 0.90466
N -2.15943 0.08061 -0.65872
C -2.80734 0.57852 -1.86298
C -4.23782 0.07756 -2.06770
C -5.28760 0.78530 -1.21321
C -5.16571 0.53645 0.28716
H -4.45183 -4.35717 -3.50600
H -3.21830 -3.11827 -3.46780
H -4.25383 -3.38158 -2.05254
H -2.11171 -5.29146 -3.13190
H -3.27877 -5.76335 -1.92276
H -1.16482 -5.20615 -0.87560
H -2.38460 -4.07473 -0.33553
H -0.52850 -3.37050 -2.64567
H -0.03081 -3.17186 -0.97219
H -2.15078 -1.68894 -2.35279
H -2.05466 0.69602 0.13025
H -2.17695 0.33015 -2.72260
H -2.80155 1.66841 -1.79289
H -4.27450 -0.99860 -1.86923
H -4.49062 0.20432 -3.12380
H -6.27463 0.46237 -1.55081
H -5.24188 1.86081 -1.41476
H -5.09563 -0.53133 0.50663
H -6.03488 0.92921 0.81499
H -4.28455 1.01636 0.71663
*
```

HOMO-LUMO gap: 6.8 eV
M: 707.984 g/mol
E_HOMO: -0.3299 hartree

These are the Löwdin partial charges, in e, on atoms 1 to 8:
1 Ca 0.94
2 N 0.12
3 C -0.26
4 C -0.03
5 C -0.08
6 C -0.05
7 C -0.16
8 C -0.01



Quick one: most stable of them? 2



--- 1 ---
Formula: C18H25NO5
Source: OMol25
Level of theory: the ωB97M-V functional and the def2-TZVPD basis

The geometry in ORCA input format:
```
! wB97M-V def2-TZVPD RIJCOSX def2/J DEFGRID3
* xyz 0 1
C 2.90654 4.36629 -3.42653
C 2.36865 4.54249 -2.01196
C 1.62537 3.29933 -1.52909
C 1.08214 3.47657 -0.11298
C 0.33393 2.23244 0.37796
C 1.27164 1.04451 0.44966
O 1.06053 -0.02703 -0.05928
O 2.37363 1.30400 1.15029
H 2.90137 0.49885 1.26448
H -0.46053 1.97705 -0.33126
C -0.27778 2.47018 1.76707
C -1.19890 1.32710 2.19953
C -0.39412 0.06473 2.47610
O 0.59469 0.07911 3.17929
N -0.91101 -1.04043 1.87472
C -0.38663 -2.31882 1.80752
C 0.70299 -2.71593 2.58467
C 1.20210 -3.99827 2.49603
C 0.62719 -4.92177 1.63357
C -0.44886 -4.54746 0.85902
C -0.97427 -3.25478 0.92757
C -2.11740 -2.89642 0.06935
O -2.71061 -1.83085 0.09753
O -2.47023 -3.88111 -0.76083
C -3.54842 -3.62133 -1.65825
C -3.06971 -2.88404 -2.90081
H -2.28431 -3.45109 -3.39452
H -2.67819 -1.90791 -2.62541
H -3.90010 -2.75072 -3.58829
H -4.31217 -3.03333 -1.13834
H -3.94638 -4.60589 -1.91304
H -0.90465 -5.25423 0.18398
H 1.01956 -5.92506 1.56832
H 2.04629 -4.28278 3.10671
H 1.15009 -2.00034 3.25405
H -1.71257 -0.91771 1.25379
H -1.69315 1.60717 3.13318
H -1.96218 1.14462 1.44274
H -0.84700 3.40140 1.74305
H 0.52613 2.57309 2.49800
H 1.90472 3.68767 0.57194
H 0.39842 4.32844 -0.09331
H 2.30209 2.44234 -1.55553
H 0.79874 3.08490 -2.21078
H 3.19702 4.75253 -1.33185
H 1.69248 5.40017 -1.98471
H 3.59536 3.52554 -3.46986
H 3.43462 5.26012 -3.75022
H 2.09289 4.17666 -4.12326
*
```

HOMO-LUMO gap: 9.0 eV
M: 335.400 g/mol
E_HOMO: -0.3118 hartree

These are the Löwdin partial charges, in e, on atoms 1 to 8:
1 C -0.12
2 C -0.27
3 C -0.22
4 C -0.17
5 C -0.23
6 C -0.53
7 O 0.12
8 O 0.13



--- 2 ---
Formula: C18H25NO5
Source: OMol25
Level of theory: the ωB97M-V functional and the def2-TZVPD basis

The geometry in ORCA input format:
```
! wB97M-V def2-TZVPD RIJCOSX def2/J DEFGRID3
* xyz 0 1
C -4.64070 -4.08395 0.52771
C -4.79506 -2.64238 0.99510
C -3.81587 -1.71218 0.28180
C -3.95599 -0.26494 0.75586
C -2.96901 0.67425 0.05396
C -3.10894 0.68499 -1.46078
O -2.16042 0.79899 -2.19440
O -4.34219 0.62658 -1.96101
H -5.01498 0.51933 -1.27368
H -1.95297 0.33524 0.27721
C -3.12616 2.12192 0.56109
C -2.09688 3.09767 -0.02338
C -0.68227 2.71352 0.39973
O -0.20240 3.09072 1.44588
N -0.06367 1.90094 -0.50022
C 1.19847 1.31765 -0.42725
C 2.11494 1.59977 0.58529
C 3.34679 0.97815 0.59190
C 3.68752 0.06732 -0.40543
C 2.76966 -0.20990 -1.41903
C 1.53960 0.40690 -1.43127
H 0.82609 0.19188 -2.21389
H 3.04539 -0.91628 -2.18715
C 4.99404 -0.62340 -0.43212
O 5.32564 -1.41654 -1.28200
O 5.77533 -0.28349 0.60593
C 7.06590 -0.88571 0.66244
C 8.06685 -0.14408 -0.21262
H 7.76732 -0.21323 -1.25545
H 8.11244 0.90410 0.07349
H 9.05151 -0.58839 -0.09818
H 7.35417 -0.84154 1.71511
H 6.98538 -1.92957 0.34044
H 4.05564 1.19616 1.37485
H 1.85191 2.30159 1.35890
H -0.61008 1.60475 -1.30720
H -2.17555 3.13785 -1.10993
H -2.30004 4.09050 0.38079
H -3.02035 2.11684 1.64779
H -4.13053 2.48467 0.32359
H -4.98967 0.07465 0.62130
H -3.75662 -0.22262 1.82889
H -3.98335 -1.77611 -0.79636
H -2.79541 -2.05126 0.47233
H -5.81852 -2.30827 0.80678
H -4.62287 -2.58870 2.07224
H -3.63372 -4.44298 0.72686
H -4.82574 -4.16089 -0.54141
H -5.34463 -4.73052 1.04550
*
```

HOMO-LUMO gap: 8.9 eV
M: 335.400 g/mol
E_HOMO: -0.3130 hartree

These are the Löwdin partial charges, in e, on atoms 1 to 8:
1 C -0.11
2 C -0.27
3 C -0.21
4 C -0.17
5 C -0.24
6 C -0.50
7 O 0.10
8 O 0.15



Quick one: most stable of them? 1